1.
This record from the OMol25 dataset describes a 2-piece molecular cluster, C18H37BBrN2O4 overall at a distorted geometry. The level of theory is ωB97M-V/def2-TZVPD.

```
63
Properties=species:S:1:pos:R:3
C 3.74225 -2.20270 -1.43235
C 3.91401 -0.74568 -0.63297
C 4.47170 -0.97574 0.92672
Br 3.43510 -2.52711 1.65700
B 4.19257 0.46065 1.72312
C 2.73957 1.27730 1.69055
C 1.45537 0.37344 2.15884
O 0.20042 1.14372 2.35497
C -0.82556 0.08689 2.63072
O -2.14186 0.24755 2.46143
C 5.40544 1.17701 2.56946
C 5.57506 0.69048 4.11922
O 4.80451 1.49460 5.10844
C 5.28445 -0.89374 4.40877
N 6.32948 -1.77885 3.75954
H 2.64763 -2.65526 -1.30132
H 4.52352 -3.00643 -1.08541
H 3.90141 -2.05312 -2.60395
H 4.64944 -0.01048 -1.17210
H 2.82514 -0.27855 -0.62475
H 5.63725 -1.23470 0.93656
H 2.81374 2.29666 2.29995
H 2.60571 1.62210 0.55489
H 1.76246 -0.22165 3.11845
H 1.21641 -0.39400 1.27742
H -0.40774 -0.96810 2.97969
H 5.13194 2.33898 2.61080
H 6.42307 1.13863 1.94650
H 6.71906 0.87583 4.40523
H 3.85556 1.17698 4.97131
H 5.42533 -1.04396 5.58489
H 4.16617 -1.23609 4.19988
H 5.91683 -2.57660 3.22974
H 7.03431 -1.24206 3.20946
C -4.85365 -0.28566 -0.29697
C -3.81075 0.49158 -1.15348
C -4.27059 1.92133 -1.58484
C -5.06503 2.06077 -2.88058
C -4.53076 1.16368 -3.98638
C -4.38045 -0.29559 -3.49991
N -3.46445 -0.39511 -2.30746
O -2.16311 -0.07191 -2.73108
C -5.81634 -0.82466 -3.19730
C -3.89815 -1.21133 -4.66163
C -2.64973 0.74597 -0.12138
H -5.31892 -1.12802 -0.81372
H -4.38164 -0.77096 0.56973
H -5.65099 0.36177 0.07677
H -3.37710 2.54741 -1.72222
H -4.83712 2.39368 -0.77265
H -6.12563 1.85594 -2.69380
H -5.02529 3.10400 -3.21663
H -5.20927 1.21244 -4.85023
H -3.56825 1.55584 -4.34940
H -5.80070 -1.87858 -2.89578
H -6.45118 -0.75028 -4.08879
H -6.34017 -0.25913 -2.42699
H -2.94310 -0.88793 -5.09380
H -4.62753 -1.22105 -5.48051
H -3.78638 -2.24438 -4.31618
H -2.16993 -0.18826 0.18859
H -3.04180 1.23019 0.78286
H -1.87176 1.41226 -0.51695
```

The molecular weight is 436.22 g/mol. Its LUMO energy is -7.9 eV. Its charge is +1. For the HOMO-LUMO gap, the calculation gives 2.8 eV.

***

2.
This record from the OMol25 dataset describes one molecule with the formula C5H9NO at a distorted geometry. The level of theory is ωB97M-V/def2-TZVPD.

```
16
Properties=species:S:1:pos:R:3
C -0.61108 1.55232 1.40714
C -0.77989 0.13324 0.90633
C -0.90781 -0.02788 -0.63432
N 0.38336 -0.66844 -0.59677
C 1.26248 -1.16097 -1.60764
C 0.56470 -0.59484 0.74457
O 1.48933 -0.92508 1.45372
H 0.12402 2.08633 0.79276
H -0.24003 1.54418 2.43477
H -1.55505 2.10152 1.37073
H -1.51612 -0.43626 1.47978
H -1.73186 -0.66205 -0.98832
H -0.85948 0.89542 -1.22083
H 1.22906 -2.23842 -1.44760
H 0.89722 -0.90484 -2.60833
H 2.25115 -0.69422 -1.48600
```

The molecular weight is 99.13 g/mol. Its LUMO energy is 0.9 eV. For the HOMO-LUMO gap, the calculation gives 10.1 eV. The SMILES is C[C@H]1CN(C)C1=O.

***

3.
This record from the OMol25 dataset describes C35H55N4OP2Zn as an isolated structure at a distorted geometry. The level of theory is ωB97M-V/def2-TZVPD.

```
98
Properties=species:S:1:pos:R:3
C -2.61934 1.26260 -0.57166
C -2.08099 -0.67977 -1.81593
C -3.75017 1.48582 -1.35139
C -3.04075 -0.27841 -2.78875
C -3.93203 0.73396 -2.50350
H -4.45190 2.26952 -1.04884
H -3.08772 -0.85639 -3.70933
H -4.75757 0.99093 -3.19008
N -1.77438 0.25609 -0.83789
P -0.47933 2.37937 1.02523
P -0.51562 -2.59037 -0.41599
C -2.29908 2.23603 0.54971
H -2.66459 3.23859 0.27638
H -2.82663 1.90068 1.45577
C -1.45197 -1.98507 -1.79895
H -1.21841 -2.43388 -2.79691
C 1.35370 -3.24148 -0.76012
C -1.86700 -3.95432 -0.06605
C 0.14646 3.76262 -0.13583
C -0.51452 2.96453 2.86467
C 2.42985 -2.26173 -0.24746
H 2.24058 -1.87379 0.76009
H 3.39265 -2.80135 -0.23336
H 2.55809 -1.39269 -0.90267
C 1.56588 -4.58653 -0.06251
H 1.45710 -4.50525 1.02803
H 0.89250 -5.36912 -0.43288
H 2.59780 -4.91249 -0.26938
C 1.53221 -3.34809 -2.26558
H 2.51170 -3.79813 -2.49845
H 0.74261 -3.92686 -2.76176
H 1.54769 -2.32937 -2.66052
C -1.57239 -4.67261 1.26326
H -1.55139 -3.95101 2.09599
H -2.38022 -5.39712 1.48660
H -0.61086 -5.20871 1.25152
C -3.25881 -3.30327 0.01482
H -3.29922 -2.46146 0.71350
H -3.58088 -2.92156 -0.95631
H -3.99869 -4.05301 0.33673
C -1.78268 -4.86897 -1.29894
H -1.93685 -4.27749 -2.21309
H -0.80465 -5.36690 -1.39072
H -2.58596 -5.62701 -1.27466
C 0.87796 3.47321 3.23929
H 0.89329 3.72806 4.30667
H 1.64579 2.70711 3.08729
H 1.17271 4.37832 2.69994
C -0.83507 1.73356 3.72553
H -1.83817 1.33680 3.53239
H -0.10766 0.92893 3.57362
H -0.79077 2.01491 4.78858
C -1.56431 4.05011 3.13694
H -2.58536 3.69277 2.95979
H -1.49557 4.33696 4.19747
H -1.40768 4.95970 2.54852
C -0.38352 3.48167 -1.54943
H -1.46167 3.66529 -1.61797
H 0.12212 4.14468 -2.26673
H -0.17289 2.44888 -1.84965
C 1.68042 3.64950 -0.13370
H 2.01735 2.68729 -0.53557
H 2.09171 4.43739 -0.77800
H 2.11313 3.77327 0.86701
C -0.27792 5.17512 0.28788
H -1.37019 5.27003 0.34830
H 0.17698 5.49823 1.23401
H 0.07147 5.87410 -0.48982
Zn 0.18027 0.29793 0.03658
C -0.86232 -1.09958 1.58541
O -1.54529 -1.39740 2.47801
N 1.47079 0.58957 -1.54509
C 2.03073 0.94670 -2.54230
C 1.86528 0.65613 -4.11144
C 0.93825 -0.53141 -4.38956
C 1.05259 1.81088 -4.66242
C 3.21332 0.33333 -4.72856
H 1.30560 -1.49349 -4.06166
H -0.04806 -0.39462 -3.92759
H 0.72254 -0.67789 -5.47093
H 1.39631 2.78683 -4.30528
H 1.00238 1.79480 -5.76489
H 0.02607 1.67217 -4.28335
H 3.13124 -0.12327 -5.74643
H 3.90537 1.18106 -4.72607
H 3.68261 -0.46180 -4.12205
N 2.02145 -0.32709 7.86824
C 2.02453 -0.42244 6.70205
C 1.99931 -0.54371 5.26314
C 2.55673 0.43718 4.44092
C 2.47411 0.27339 3.05897
N 1.86513 -0.77767 2.50696
C 1.39555 -1.75518 3.28322
C 1.41488 -1.67029 4.67368
H 3.05000 1.31548 4.86968
H 2.91538 1.00701 2.37354
H 0.99069 -2.64903 2.79781
H 0.97818 -2.47000 5.27427
```

The molecular weight is 675.19 g/mol. Its LUMO energy is -3.7 eV. Its charge is +1. For the HOMO-LUMO gap, the calculation gives 5.2 eV.

***

4.
This record from the OMol25 dataset describes C21H24AuN3O2S3SbSe4 as an isolated structure. The level of theory is ωB97M-V/def2-TZVPD.

```
59
Properties=species:S:1:pos:R:3
Au 1.02669 0.83828 2.36652
S -1.01159 0.33358 1.34964
C -0.67732 -1.21192 0.75373
N -1.61358 -2.10701 0.57975
C -1.30102 -3.40229 -0.03381
C -0.30645 -3.19578 -1.13775
N 0.87423 -2.51473 -0.59307
C 2.20043 -2.83710 -1.16954
C 2.63712 -1.84689 -2.22207
C 1.90794 -1.70554 -3.40018
C 2.31273 -0.80282 -4.36885
C 3.45791 -0.04141 -4.16996
C 4.19298 -0.18578 -3.00418
C 3.78197 -1.08515 -2.02980
C 0.72980 -1.53224 0.27086
S 2.04479 -0.60109 0.73427
C -3.03084 -1.89360 0.96042
C -3.87590 -1.72491 -0.27295
C -4.75752 -2.71885 -0.67535
C -5.51289 -2.55590 -1.83022
C -5.38187 -1.40071 -2.58422
C -4.50454 -0.40004 -2.18165
C -3.75545 -0.55974 -1.02841
H -2.22515 -3.82227 -0.42546
H -0.90475 -4.06552 0.73943
H -0.73876 -2.58916 -1.93839
H 0.00934 -4.14877 -1.55563
H 2.11495 -3.84207 -1.58053
H 2.91707 -2.86219 -0.34815
H 1.02778 -2.31396 -3.57712
H 1.74340 -0.69978 -5.28254
H 3.77961 0.65770 -4.92975
H 5.08411 0.40563 -2.84544
H 4.35174 -1.18585 -1.11381
H -3.08150 -1.01548 1.60095
H -3.33520 -2.76420 1.54316
H -4.87181 -3.61554 -0.07652
H -6.20641 -3.32791 -2.13383
H -5.97188 -1.27164 -3.48139
H -4.41740 0.51037 -2.75877
H -3.09313 0.23467 -0.70021
O 4.39741 0.88684 1.51493
S 4.10968 1.29107 2.88487
N 2.71449 1.35535 3.39155
Se -4.18185 2.16629 3.78786
Sb -1.98417 3.14717 3.25047
Se -2.28472 3.44067 0.92037
Se -1.62499 5.36853 4.29113
Se -0.29180 1.60620 4.30230
C 2.89124 5.20183 1.66530
C 1.89863 4.58365 2.61279
C 2.02518 4.93371 4.07089
O 1.05278 3.80383 2.22147
H 2.81580 6.28962 1.71180
H 2.70896 4.85913 0.65020
H 3.90725 4.94442 1.97344
H 2.32279 5.97119 4.21532
H 2.80859 4.29935 4.49530
H 1.09509 4.71877 4.59083
```

The molecular weight is 1081.21 g/mol. Its LUMO energy (spin up / spin down) is -4.8 / -4.9 eV. Its multiplicity is 3. Its expectation value of S² is 2.0137. Its charge is +1. For the HOMO-LUMO gap (spin up / spin down), the calculation gives 6.0 / 5.6 eV.

***

Energy relative to the best compared isomer or geometry (same formula, charge and spin) values, unit kJ/mol, following the record order: 562.1, 105.3, 263.1, 0.0.